{
  "formula": "C31H46IrNO2",
  "method": "ωB97M-V with the def2-TZVPD basis set",
  "species": ["O", "C", "C", "H", "H", "C", "H", "H", "C", "H", "H", "H", "C", "H", "H", "H", "Ir", "C", "C", "C", "H", "C", "C", "H", "H", "H", "H", "C", "C", "C", "H", "C", "C", "H", "H", "H", "H", "O", "C", "C", "H", "H", "C", "H", "H", "C", "H", "H", "H", "H", "C", "C", "C", "C", "C", "C", "C", "C", "N", "C", "C", "C", "C", "H", "H", "H", "H", "H", "H", "H", "H", "H", "H", "H", "H", "H", "H", "H", "H", "H", "H"],
  "xyz": [[1.168964, -1.638759, -1.606846], [0.538949, -1.761075, -2.909904], [0.967442, -3.222378, -3.009604], [1.047278, -1.052645, -3.571499], [-0.552984, -1.604505, -2.868569], [1.433694, -3.069849, -1.554727], [1.836278, -3.372108, -3.639108], [0.146491, -3.917850, -3.194855], [2.906432, -3.221997, -1.250850], [3.477434, -2.509818, -1.858133], [3.241975, -4.243060, -1.460785], [3.080734, -2.999066, -0.188093], [0.575335, -3.964975, -0.691568], [-0.458914, -3.998606, -1.053682], [0.571768, -3.664735, 0.361982], [0.969168, -4.994655, -0.745293], [-0.835925, -1.268007, 1.926303], [-2.909438, -1.538663, 2.403868], [-2.861493, -0.341218, 1.605331], [-2.362444, -0.687358, 0.313844], [-3.138585, 0.660263, 1.924682], [-2.091235, -2.090487, 0.295705], [-2.429483, -2.629876, 1.590391], [-2.355072, -3.672726, 1.891864], [-3.255726, -1.612657, 3.432936], [-2.218459, -0.001797, -0.517174], [-1.716543, -2.645745, -0.558069], [0.300462, -0.507950, 3.662471], [0.413647, -1.933628, 3.525169], [1.094438, -2.200796, 2.288538], [0.068061, -2.682147, 4.236777], [1.364316, -0.948843, 1.642790], [0.888592, 0.090649, 2.504011], [0.933799, 1.156306, 2.300914], [-0.152614, 0.022625, 4.496817], [1.383662, -3.186105, 1.931210], [1.820003, -0.819277, 0.662342], [2.438227, -2.299345, -5.066987], [2.876953, -3.567966, -5.646410], [3.340545, -3.365718, -7.094777], [2.043401, -4.289928, -5.630492], [3.682508, -3.985296, -5.022698], [2.876989, -1.939888, -7.450675], [2.913590, -4.118742, -7.762204], [4.430534, -3.443316, -7.160511], [2.506965, -1.296540, -6.098165], [2.002544, -1.985913, -8.106534], [3.652817, -1.376671, -7.972879], [1.537323, -0.783558, -6.155861], [3.265379, -0.547055, -5.819488], [-1.891910, 6.521654, 3.966950], [-1.927962, 5.022991, 3.828632], [-2.522968, 4.259149, 4.838975], [-2.557193, 2.860229, 4.761194], [-3.220965, 2.061672, 5.850698], [-1.967867, 2.239190, 3.671337], [-1.370582, 2.964847, 2.569399], [-1.390429, 4.394506, 2.713482], [-0.854674, 2.263831, 1.556503], [-0.306329, 2.838636, 0.302704], [-1.355737, 3.665250, -0.428201], [0.947180, 3.663950, 0.561336], [0.103466, 1.691390, -0.615828], [-2.904200, 6.948323, 3.949466], [-1.432894, 6.817295, 4.919803], [-1.316710, 6.975920, 3.153250], [-2.966890, 4.759754, 5.702860], [-2.736764, 2.234512, 6.822135], [-4.277002, 2.346494, 5.961476], [-3.178681, 0.988267, 5.632987], [-1.957258, 1.147062, 3.618026], [-0.954207, 5.010338, 1.923609], [-1.676320, 4.530907, 0.154921], [-0.939668, 4.018987, -1.378272], [-2.235171, 3.044930, -0.634308], [1.733254, 3.033299, 0.991268], [1.308869, 4.072108, -0.389550], [0.761751, 4.493575, 1.245835], [0.838788, 1.024924, -0.150927], [-0.754386, 1.075926, -0.900078], [0.545677, 2.103546, -1.531185]],
  "forces_ev_per_angstrom": [[-1.1294, -0.1012, 0.9202], [0.4566, 0.2650, 0.1457], [0.4685, 0.0671, -0.0521], [-0.4742, -0.2196, -0.1760], [0.3438, 0.1035, -0.0339], [0.1125, -0.3915, -0.5409], [-0.6968, -0.1576, 0.0612], [0.3344, -0.1265, -0.0015], [0.0699, -0.1351, -0.0496], [-0.0680, -0.2365, 0.1188], [0.0446, 0.1373, 0.0939], [0.0867, -0.0735, -0.2015], [-0.2560, 0.0047, 0.7680], [0.2566, -0.0474, 0.1071], [-0.1083, -0.1689, -0.3264], [-0.1066, 0.3958, -0.0573], [1.4383, 2.4773, -2.2860], [-1.8338, -0.0116, -0.1941], [-1.8618, -0.0783, 0.2558], [-0.9121, -0.4726, -0.8805], [0.0330, -0.4107, -0.1402], [-1.8241, -0.2763, -0.6952], [-1.2881, -0.9669, -0.3992], [-0.1863, 0.3250, -0.1694], [0.0502, -0.0015, -0.3525], [-0.0774, -0.3076, 0.3691], [-0.0617, 0.1955, 0.3745], [0.6374, 0.0750, 1.0452], [1.2385, -0.3563, 1.5107], [1.2698, -0.6129, 0.4674], [0.2912, 0.2805, -0.1764], [1.1086, 0.2007, 0.6242], [1.9537, 0.5996, 0.6196], [0.0838, -0.4589, 0.1496], [0.2096, -0.1660, -0.2565], [-0.0500, 0.4165, 0.2526], [-0.1936, -0.0797, 0.2597], [0.9391, -0.3580, -2.1652], [-0.1443, -0.3465, 0.2165], [0.2842, 0.3976, 0.2400], [0.0978, 0.3532, 0.1789], [-0.2376, 0.2191, -0.0867], [-0.3789, -0.2572, 0.1464], [0.0615, 0.1321, 0.1357], [-0.1804, 0.0095, 0.0154], [0.2369, 0.5348, -0.0699], [0.1039, 0.0674, 0.1059], [-0.1170, -0.0301, 0.1044], [0.1642, -0.1307, 0.0826], [-0.2009, -0.2242, 0.0618], [0.0305, 0.2287, -0.0680], [0.0861, -0.0705, -0.2704], [-0.0020, -0.1162, -0.0238], [0.2120, -0.1397, -0.3355], [-0.0649, -0.1188, 0.1797], [0.0699, -0.1568, -0.1475], [-0.2603, 0.1152, 0.6560], [0.1505, 0.2901, -0.2265], [-0.3066, -0.0556, -0.1927], [-0.0062, -0.2234, 0.2197], [-0.3968, 0.1441, -0.0150], [0.3093, 0.2385, 0.3018], [0.0294, -0.3491, -0.1386], [0.2208, -0.1353, -0.0134], [-0.0868, -0.0948, -0.2305], [-0.1232, -0.0436, 0.1794], [0.1279, -0.1177, -0.2342], [-0.0990, -0.0415, -0.2505], [0.2767, -0.0719, -0.0627], [-0.0236, 0.2035, 0.0725], [0.0046, 0.4150, 0.0078], [-0.2367, -0.1829, 0.4871], [-0.0154, -0.1081, -0.2138], [-0.1172, -0.0814, 0.1530], [0.0736, 0.1544, -0.0351], [-0.0392, 0.1433, -0.0648], [-0.0175, -0.0917, 0.2005], [0.1782, -0.0962, -0.1391], [-0.1074, 0.2138, -0.0821], [0.2183, 0.2290, -0.0126], [-0.0731, -0.1339, 0.1797]],
  "mol_weight_da": 656.93,
  "charge": 1,
  "largest_force_ev_per_a": 3.7,
  "homo_ha": [-0.3122, -0.4250],
  "s2": 8.8247,
  "gap_ev": [6.72, 5.38],
  "spin_multiplicity": 6
}

{
  "formula": "C14H30Br2Cl2O6PS",
  "method": "ωB97M-V with the def2-TZVPD basis set",
  "species": ["C", "C", "Br", "C", "Br", "S", "C", "Cl", "C", "C", "Cl", "P", "O", "O", "H", "H", "H", "H", "H", "H", "H", "H", "H", "H", "C", "O", "C", "C", "O", "C", "H", "H", "H", "H", "H", "H", "H", "H", "H", "H", "C", "O", "C", "C", "O", "C", "H", "H", "H", "H", "H", "H", "H", "H", "H", "H"],
  "xyz": [[-4.961828, 3.027543, -1.595481], [-3.819407, 2.264283, -1.002687], [-2.471305, 1.815950, -2.221315], [-3.738729, 1.928056, 0.278422], [-5.050014, 2.496220, 1.490012], [-2.540800, 0.966414, 1.135169], [-2.102501, -0.558202, 0.224295], [-0.929431, -1.285287, 1.344345], [-3.259146, -1.536528, -0.112499], [-3.518012, -1.670784, -1.605496], [-4.764489, -1.148995, 0.751373], [-0.405507, 1.947248, 1.214150], [-0.731179, 3.367835, 0.577551], [-0.554686, 2.264407, 2.784042], [-5.904222, 2.522419, -1.365605], [-5.002814, 4.028182, -1.155020], [-4.857847, 3.120823, -2.672528], [-1.543638, -0.295009, -0.672359], [-2.944728, -2.499834, 0.288603], [-4.050961, -2.601594, -1.800447], [-4.110608, -0.843827, -1.993607], [-2.566933, -1.725704, -2.143426], [0.013883, 3.618282, -0.040822], [-1.372489, 2.072720, 3.261411], [3.852463, -6.208819, 1.914998], [3.147598, -5.193983, 2.609768], [2.745366, -4.109685, 1.801455], [1.286026, -4.201627, 1.408682], [1.010046, -5.313637, 0.581879], [0.471147, -6.428190, 1.272533], [3.901414, -7.072656, 2.574383], [3.343972, -6.489980, 0.989939], [4.871631, -5.886135, 1.679627], [3.365574, -4.044818, 0.900741], [2.893656, -3.192225, 2.381379], [1.023340, -3.303893, 0.839930], [0.665046, -4.233543, 2.312355], [-0.574703, -6.251811, 1.547577], [1.042751, -6.655119, 2.174598], [0.517567, -7.278269, 0.595285], [0.907464, 2.800507, -1.772418], [0.994026, 3.756022, -0.726164], [2.160842, 3.632741, 0.099669], [3.254776, 4.585214, -0.322545], [3.724819, 4.291783, -1.620120], [3.244483, 5.164118, -2.629674], [0.125842, 3.152745, -2.444273], [1.828076, 2.686545, -2.343605], [0.617061, 1.818548, -1.376701], [2.528024, 2.603418, 0.058153], [1.864237, 3.851404, 1.129276], [4.089389, 4.470520, 0.374375], [2.901959, 5.619575, -0.259767], [3.735900, 6.139512, -2.572068], [2.162921, 5.309208, -2.559817], [3.484676, 4.707913, -3.587534]],
  "forces_ev_per_angstrom": [[-0.0830, 0.0810, 0.0883], [-0.1576, 0.2137, -0.2995], [0.2229, -0.1802, -0.0915], [0.1920, -0.1627, 0.1526], [-0.2650, 0.1520, 0.1638], [-0.2188, -0.3242, -0.0732], [-0.0743, -0.0502, -0.2204], [-0.0395, -0.1038, 0.1061], [0.2506, -0.1548, -0.0114], [0.1115, -0.0699, -0.0151], [-0.0875, 0.0306, 0.1221], [-0.5639, 1.6902, 0.0880], [-3.0223, -2.3044, 3.0140], [0.0324, -0.4586, 0.0444], [0.0606, 0.0601, -0.0041], [-0.0248, -0.0766, -0.0329], [-0.0047, -0.0131, 0.0349], [-0.1330, -0.0114, 0.0661], [-0.0208, 0.0604, -0.0615], [-0.0654, 0.1074, 0.0595], [0.0733, 0.0344, 0.0044], [-0.0769, 0.0366, 0.0117], [0.4656, 0.6323, -0.8708], [0.1526, 0.1279, 0.0289], [0.0055, 0.0179, -0.0041], [-0.0681, -0.0444, 0.0275], [0.0872, -0.0054, 0.0259], [-0.0642, -0.0203, -0.0111], [0.0269, -0.0055, -0.0383], [0.0253, -0.0064, 0.0160], [0.0194, 0.0019, 0.0077], [-0.0013, -0.0164, 0.0016], [-0.0071, 0.0152, -0.0205], [0.0062, -0.0082, -0.0030], [0.0016, 0.0112, -0.0252], [0.0170, 0.0191, 0.0163], [-0.0040, 0.0158, -0.0024], [0.0098, 0.0197, 0.0183], [-0.0025, -0.0163, -0.0025], [-0.0197, 0.0011, -0.0091], [-0.2474, -0.3884, -0.8316], [2.7698, 0.6494, -1.8799], [0.6087, -0.0336, 0.2089], [0.1170, 0.1572, -0.1194], [-0.1262, -0.1685, 0.0419], [0.0413, 0.0894, -0.0286], [0.0537, -0.0190, 0.0456], [0.1227, 0.2482, 0.2888], [0.1003, 0.1140, 0.0223], [-0.0529, -0.0012, -0.0484], [-0.0812, 0.0633, -0.0577], [-0.0308, 0.0104, 0.0211], [-0.0187, -0.0155, 0.0263], [-0.0196, -0.0062, 0.0246], [-0.0086, -0.0026, -0.0185], [0.0162, 0.0074, 0.0033]],
  "mol_weight_da": 588.14,
  "charge": 1,
  "largest_force_ev_per_a": 4.9,
  "homo_ha": -0.4047,
  "gap_ev": 7.20
}